[1]
DFT (ωB97M-V/def2-TZVPD) results for a molecular structure, C33H48CoN9OS2 at a distorted geometry.

## Properties
* total charge: +1
* LUMO energy (spin up / spin down): -3.62 / -3.63 eV
* HOMO (spin up / spin down): -8.46 / -9.82 eV
* gap between HOMO and LUMO (spin up / spin down): 0.178 / 0.228 hartree
* calculated total energy: -4033.25906 a.u.
* spin multiplicity: 4
* energy above the lowest of the compared OMol25 structures with the same formula, charge and spin: 148.3 kJ/mol
* F_max: 5.695 eV/Å
* <S²>: 3.7604

Geometry as XYZ:
```
94
Properties=species:S:1:pos:R:3:forces:R:3
Co -1.475949 1.963159 -0.009252 0.31 -0.86 -0.04
S -1.276592 -0.597803 -0.291846 0.47 -1.73 0.17
C 0.081286 -1.631697 -0.084829 -5.12 -1.18 0.00
N -0.096042 -2.993048 -0.008249 0.51 1.85 -0.63
C 1.082662 -3.758960 -0.358407 0.89 -0.35 0.24
C 2.245251 -3.244149 0.483318 -0.28 -0.73 0.06
N 2.458914 -1.842129 0.209892 -1.77 0.35 -0.54
C 3.805331 -1.393074 -0.060256 0.58 0.45 0.10
C 4.306590 -1.861869 -1.405604 0.02 -0.17 0.04
C 3.643252 -1.483304 -2.567242 -0.12 0.04 -0.04
C 4.102084 -1.895998 -3.804635 -0.03 0.02 -0.07
C 5.233876 -2.690047 -3.897418 0.07 -0.06 -0.01
C 5.894516 -3.080625 -2.745450 0.08 -0.04 -0.11
C 5.430318 -2.670816 -1.506578 -0.04 0.06 0.11
C 1.362649 -1.083439 -0.070851 4.72 3.18 0.09
S 1.487462 0.591286 -0.400937 0.54 -1.55 0.01
C -1.385996 -3.547019 -0.380703 -0.57 -0.28 0.21
C -1.490265 -5.000949 -0.014656 -0.09 -0.10 -0.09
C -1.486172 -5.404714 1.315342 0.06 0.03 -0.04
C -1.537994 -6.749449 1.638706 -0.01 0.02 0.12
C -1.606734 -7.704711 0.638125 0.03 -0.07 -0.04
C -1.634664 -7.309227 -0.687357 -0.04 -0.12 -0.02
C -1.579617 -5.964729 -1.010092 0.06 0.12 0.03
H 1.328561 -3.640024 -1.425233 -0.12 -0.07 0.10
H 0.895359 -4.813697 -0.155986 0.08 0.12 0.02
H 3.154281 -3.800647 0.251998 -0.05 0.06 -0.04
H 2.012988 -3.381584 1.547933 0.08 -0.06 -0.10
H 4.462302 -1.764199 0.731647 -0.08 0.02 -0.02
H 3.799365 -0.299637 -0.029045 0.01 -0.23 0.12
H 2.768524 -0.852925 -2.498364 -0.07 0.08 -0.01
H 3.582475 -1.591574 -4.702255 -0.03 0.03 -0.04
H 5.600638 -3.001208 -4.864027 0.02 -0.04 -0.07
H 6.774635 -3.703785 -2.812615 0.05 -0.03 0.01
H 5.955965 -2.974009 -0.612096 0.05 -0.03 0.11
H -1.548347 -3.422025 -1.461308 0.02 0.13 0.14
H -2.151687 -2.962053 0.138072 0.12 -0.08 -0.16
H -1.424184 -4.662665 2.098578 -0.01 0.10 0.10
H -1.527824 -7.056855 2.673788 0.00 0.00 0.09
H -1.631851 -8.753967 0.890255 -0.04 -0.08 0.03
H -1.696658 -8.048094 -1.471447 0.00 -0.07 -0.08
H -1.593046 -5.659466 -2.046252 0.00 0.04 -0.13
N -5.567611 2.050024 -1.208147 -0.26 -0.23 -0.09
C -4.270350 2.240851 -0.949054 -0.10 0.65 0.05
O -3.478404 1.306279 -0.838472 0.02 -0.87 -0.28
C -3.761796 3.639605 -0.778422 0.17 0.26 0.52
C -2.581872 3.587225 0.189307 -0.98 0.75 0.06
H -5.925493 1.117286 -1.336444 0.07 0.01 -0.01
H -6.204187 2.823120 -1.293068 0.10 0.03 0.03
H -4.533597 4.327562 -0.420816 -0.31 -0.09 -0.31
H -3.440388 3.974497 -1.768168 0.00 0.08 -0.09
H -2.956240 3.487549 1.210658 -0.21 0.29 0.15
H -2.029640 4.521585 0.114658 0.06 0.12 0.11
C 0.500819 1.840350 4.900626 0.15 0.18 -0.16
N -0.517275 1.033921 4.258127 -0.11 -0.40 0.01
C -1.345995 0.278913 5.188531 -0.15 -0.03 0.15
C -2.461016 -0.266333 4.310510 0.06 -0.02 0.06
N -2.397029 0.607618 3.162031 -0.12 -0.24 0.34
C -3.339484 0.354192 2.113919 0.09 0.22 -0.27
C -1.206091 1.269853 3.082465 0.31 0.46 -0.44
N -0.855004 1.967543 2.044246 -0.14 -0.24 0.25
C 0.437819 2.630672 2.003769 0.18 0.08 0.04
C 0.548049 3.683058 0.891432 -0.10 0.05 0.23
N 0.045229 3.205235 -0.380468 1.12 0.19 -0.78
C 0.410328 3.738480 -1.509904 -0.05 -0.15 0.89
N 1.155992 4.863701 -1.756586 -0.11 0.11 -0.37
C 1.951092 5.686685 -0.880823 0.04 0.04 0.30
C 1.455154 4.989918 -3.173450 0.05 -0.02 -0.23
C 0.474303 4.023894 -3.827791 -0.11 0.13 -0.09
N 0.043906 3.217440 -2.709733 0.16 -0.09 -0.41
C -0.853185 2.134000 -2.973089 -0.14 -0.08 0.38
H 0.666271 1.417225 5.891627 0.04 0.03 -0.08
H 0.188763 2.881440 5.029962 0.03 -0.03 0.03
H 1.442835 1.802104 4.355180 -0.03 0.07 0.10
H -1.740487 0.939837 5.970915 0.02 -0.05 -0.03
H -0.748050 -0.503985 5.660125 -0.13 0.04 0.04
H -3.450704 -0.211552 4.773487 0.14 -0.04 0.04
H -2.281588 -1.309191 4.011227 0.00 0.06 0.02
H -4.335785 0.682204 2.422562 0.00 0.02 -0.09
H -3.375753 -0.712882 1.872302 0.00 0.02 0.00
H -3.040012 0.890510 1.217223 -0.36 -0.07 0.26
H 1.214986 1.876225 1.838421 0.07 0.10 0.13
H 0.651408 3.163270 2.930833 0.10 0.01 -0.12
H 1.609761 3.922502 0.818639 -0.03 0.13 0.15
H -0.010588 4.574378 1.201740 0.07 0.00 0.04
H 1.404722 5.949920 0.018019 0.05 0.02 0.04
H 2.173711 6.611732 -1.412053 -0.03 -0.01 0.01
H 2.904094 5.220035 -0.612132 0.00 0.01 0.02
H 2.496591 4.713464 -3.381258 -0.05 0.01 0.03
H 1.301189 6.021602 -3.499788 0.06 -0.09 0.02
H 0.936391 3.397680 -4.597481 -0.02 0.10 0.06
H -0.382268 4.545078 -4.280731 0.12 -0.04 0.04
H -0.390568 1.441647 -3.680671 -0.05 -0.09 0.09
H -1.789698 2.500310 -3.405959 -0.06 -0.06 0.06
H -1.068923 1.593451 -2.042699 0.09 -0.07 -0.53
```
Forces are in eV/Å.



[2]
DFT (ωB97M-V/def2-TZVPD) results for 3 unconnected molecules or ions with the total composition C23H49N6O2 at a distorted geometry.

## Properties
* total charge: +1
* LUMO energy (spin up / spin down): -2.32 / -2.34 eV
* HOMO (spin up / spin down): -10.42 / -11.54 eV
* gap between HOMO and LUMO (spin up / spin down): 0.298 / 0.338 hartree
* calculated total energy: -1384.43631 a.u.
* spin multiplicity: 3
* energy above the lowest of the compared OMol25 structures with the same formula, charge and spin: 0.0 kJ/mol
* F_max: 1.322 eV/Å
* <S²>: 2.0082

Geometry as XYZ:
```
80
Properties=species:S:1:pos:R:3:forces:R:3
C 1.644032 3.241749 1.426192 -0.21 -0.05 -0.05
C 1.480316 3.916786 0.057684 0.52 -0.03 0.33
N 0.304778 4.771697 -0.104247 -0.29 0.08 -0.53
N -0.886197 4.116756 0.230315 0.90 -0.54 0.41
C -1.358400 2.953054 -0.540019 -1.09 0.48 -0.16
C -2.052350 2.125521 0.530452 0.60 -0.57 0.51
N -2.374852 3.148681 1.554647 -0.33 0.09 -0.30
C -1.511523 4.170369 1.385766 0.17 -0.04 0.42
N -1.347580 5.130877 2.307411 0.11 -0.02 0.03
H 2.697473 3.136865 1.686490 -0.05 -0.05 -0.07
H 1.194679 2.245228 1.442326 0.01 0.05 0.07
H 1.175868 3.832897 2.218868 0.09 0.01 0.01
H 2.336478 4.563723 -0.144262 -0.14 0.04 -0.04
H 1.486230 3.159878 -0.729254 -0.09 0.12 -0.03
H 0.375023 5.656159 0.380424 -0.11 0.02 -0.06
H -2.151139 3.355979 -1.176436 0.36 -0.22 -0.52
H -0.602218 2.427594 -1.113714 0.03 0.12 0.04
H -2.914269 1.582680 0.152392 -0.10 0.24 0.07
H -1.370101 1.409677 1.003603 -0.04 -0.12 -0.21
H -2.447243 2.825463 2.509036 -0.28 0.10 -0.03
H -0.453718 5.573996 2.436900 -0.16 0.19 -0.13
H -2.109934 5.383897 2.913646 0.13 -0.18 0.13
C 1.660938 -3.705167 2.968896 -0.13 -0.04 0.00
C 1.508419 -2.170796 2.941609 0.39 -0.82 -0.22
C 1.879757 -1.569937 4.301168 -0.13 0.24 0.19
C 0.823825 -1.779461 5.385485 -0.02 -0.05 -0.10
C -0.551273 -1.321687 4.905377 0.23 0.16 0.11
C -0.972905 -1.973368 3.587404 -0.53 -0.72 0.04
N 0.109211 -1.774898 2.570415 0.30 0.93 0.87
O 0.065093 -0.603211 2.053755 -0.18 0.18 -0.53
C -1.282960 -3.461148 3.799836 0.10 -0.06 -0.04
C -2.258259 -1.338711 3.070786 -0.01 0.22 -0.08
C 2.461150 -1.647497 1.873166 0.00 0.21 -0.09
H 0.976365 -4.182764 2.268648 0.01 0.00 -0.02
H 2.672129 -3.979773 2.672431 0.03 0.06 0.02
H 1.497530 -4.133394 3.955508 -0.05 0.01 0.00
H 2.048517 -0.494868 4.178540 -0.05 0.00 -0.08
H 2.832244 -2.001954 4.615180 0.02 -0.01 -0.04
H 0.791422 -2.826617 5.695081 -0.02 -0.01 -0.03
H 1.104800 -1.211731 6.273670 0.01 -0.02 0.02
H -1.311180 -1.538809 5.659072 -0.02 -0.02 -0.02
H -0.537532 -0.233870 4.775749 0.00 -0.01 -0.09
H -1.476861 -3.955160 2.847303 -0.01 0.01 -0.01
H -2.178909 -3.551136 4.413754 -0.02 0.05 -0.02
H -0.497053 -4.005324 4.312141 0.03 0.01 -0.01
H -2.168364 -0.257592 2.977797 0.05 -0.01 -0.02
H -3.064248 -1.552891 3.772344 0.01 -0.04 0.01
H -2.532209 -1.746531 2.096930 0.02 -0.01 -0.01
H 2.183022 -2.014957 0.884129 -0.01 -0.03 0.01
H 3.467028 -1.998897 2.101662 -0.01 -0.04 0.02
H 2.483745 -0.560619 1.841734 -0.06 0.00 -0.02
C 1.386997 -1.834953 -3.160368 0.06 0.09 -0.07
C -0.030905 -1.241863 -3.032118 0.75 -0.44 0.31
C -1.031762 -2.057367 -3.857029 -0.25 0.07 -0.20
C -0.937020 -1.822153 -5.363782 0.09 0.05 0.06
C -0.997074 -0.331776 -5.689768 -0.23 -0.20 0.07
C 0.050692 0.488644 -4.936031 0.76 0.20 -0.44
N -0.055695 0.194277 -3.469947 -1.18 -0.46 -0.38
O -1.022054 0.840096 -2.926648 0.18 0.47 0.43
C 1.456864 0.185908 -5.470716 0.05 -0.09 0.09
C -0.184592 1.977371 -5.158930 -0.20 0.10 0.11
C -0.409414 -1.310298 -1.555568 -0.16 0.15 0.07
H 2.150301 -1.067238 -3.035113 0.00 0.01 0.01
H 1.545514 -2.580909 -2.382528 -0.07 -0.02 0.01
H 1.555990 -2.334526 -4.111722 0.00 0.04 -0.03
H -2.045822 -1.810596 -3.527076 0.03 0.08 0.03
H -0.877162 -3.114627 -3.630313 0.01 0.00 0.04
H -0.023672 -2.266599 -5.766920 0.02 0.02 0.01
H -1.764230 -2.333584 -5.857643 0.01 -0.02 -0.01
H -0.859359 -0.168929 -6.760594 0.03 0.02 0.00
H -1.992632 0.047710 -5.439401 0.04 0.05 0.07
H 2.216644 0.682786 -4.866048 0.00 0.01 0.00
H 1.535153 0.567715 -6.488237 -0.04 0.05 0.01
H 1.694489 -0.871668 -5.514490 -0.01 -0.02 0.02
H -1.196686 2.274819 -4.895849 0.01 -0.02 0.05
H -0.027917 2.203799 -6.213246 0.03 -0.03 -0.01
H 0.515337 2.575441 -4.572911 0.01 -0.01 0.00
H 0.252289 -0.693290 -0.943765 0.03 -0.03 0.00
H -0.318433 -2.343320 -1.219769 0.04 -0.01 -0.02
H -1.434635 -0.991628 -1.381258 0.01 0.05 -0.03
```
Forces are in eV/Å.



[3]
DFT (ωB97M-V/def2-TZVPD) results for 3 unconnected molecules or ions with the total composition C5H10O.

## Properties
* LUMO energy: 0.75 eV
* HOMO: -9.78 eV
* gap between HOMO and LUMO: 0.387 hartree
* calculated total energy: -271.59202 a.u.
* energy above the lowest of the compared OMol25 structures with the same formula, charge and spin: 421.6 kJ/mol
* structure (SMILES): C=C1CC1.[H][H].C=O
* F_max: 0.688 eV/Å

Geometry as XYZ:
```
16
Properties=species:S:1:pos:R:3:forces:R:3
O 2.525593 0.016775 1.318694 0.37 -0.45 -0.37
C 2.483100 -0.753186 0.391841 0.32 0.11 0.31
C 0.261918 -0.607414 -1.102257 -0.30 0.04 -0.15
C -0.696603 0.024988 -0.452251 -0.11 -0.20 -0.43
C -1.970677 -0.118229 0.251518 -0.14 -0.20 0.06
C -1.582487 1.189262 -0.452132 0.00 0.19 -0.16
H 0.768618 0.792576 1.665637 -0.22 0.19 0.21
H 2.109156 -1.788886 0.499583 0.09 0.14 0.09
H 2.851859 -0.477786 -0.613712 0.02 -0.02 0.15
H 0.388602 -1.680466 -0.991632 0.03 0.13 -0.01
H 0.899115 -0.081692 -1.807141 -0.09 -0.07 0.07
H 0.087309 0.872500 1.386114 0.02 0.20 0.33
H -2.690183 -0.790004 -0.206320 -0.07 0.17 0.06
H -2.017700 -0.076814 1.338278 0.14 -0.04 -0.21
H -2.021153 1.430144 -1.415677 -0.12 0.03 0.16
H -1.396465 2.048234 0.189462 0.07 -0.21 -0.11
```
Forces are in eV/Å.